Record 1
Entry from OMol25: C37H41IrN2O3Si2 as an isolated structure (the ωB97M-V functional and the def2-TZVPD basis).

Calculated values
- Charge: 0
- HOMO energy (spin up / spin down): -7.02 / -7.02 eV
- LUMO level (spin up / spin down): -0.95 / -0.95 eV

Geometry as XYZ:
```
86
Properties=species:S:1:pos:R:3:lowdin_charge:R:1
Ir -0.382 -0.620 0.258 0.920
C 2.567 -2.436 -1.186 -0.092
O 2.050 -1.269 -0.595 -0.202
C 2.928 -0.254 -0.308 -0.212
C 4.265 -0.291 -0.661 -0.027
C 5.122 0.753 -0.341 -0.083
C 4.623 1.860 0.322 -0.092
C 3.293 1.919 0.669 -0.008
C 2.405 0.863 0.386 -0.189
N 1.092 0.923 0.789 -0.084
N 0.806 1.968 1.512 0.083
C -0.305 2.455 2.025 -0.169
C -1.616 1.881 1.857 -0.308
O -1.796 0.731 1.305 -0.186
C -2.731 2.600 2.334 0.010
C -2.614 3.802 2.975 0.000
C -1.343 4.350 3.251 -0.176
C -1.188 5.546 3.975 -0.037
C 0.057 6.053 4.245 -0.091
C 1.197 5.369 3.811 -0.074
C 1.069 4.191 3.119 -0.024
C -0.187 3.661 2.803 -0.091
H 3.030 -2.224 -2.156 0.088
H 1.714 -3.095 -1.328 0.101
H 3.300 -2.920 -0.532 0.101
H 4.671 -1.137 -1.192 0.102
H 6.164 0.690 -0.615 0.103
H 5.278 2.682 0.567 0.102
H 2.892 2.787 1.169 0.087
H -3.700 2.151 2.171 0.118
H -3.495 4.337 3.296 0.117
H -2.072 6.060 4.324 0.110
H 0.164 6.977 4.794 0.099
H 2.177 5.766 4.027 0.102
H 1.942 3.638 2.814 0.090
C 1.898 -2.913 2.147 -0.189
Si 0.335 -1.772 2.241 0.571
C 0.665 -0.570 3.723 -0.192
C -1.103 -2.912 2.802 -0.307
C -1.000 -3.666 3.962 -0.114
C -2.052 -4.446 4.402 -0.096
C -3.235 -4.469 3.682 -0.096
C -3.346 -3.731 2.517 -0.107
C -2.284 -2.960 2.063 -0.309
Si -2.423 -1.976 0.425 0.547
C -2.702 -3.243 -1.006 -0.223
C -4.041 -0.932 0.505 -0.212
H 2.046 -3.413 3.100 0.022
H 2.795 -2.343 1.929 0.013
H 1.783 -3.680 1.388 0.015
H 0.788 -1.128 4.648 0.019
H -0.169 0.112 3.854 0.014
H 1.560 0.026 3.565 0.013
H -0.081 -3.642 4.526 0.092
H -1.954 -5.033 5.304 0.097
H -4.067 -5.065 4.028 0.097
H -4.269 -3.754 1.955 0.098
H -3.602 -3.814 -0.807 0.012
H -1.877 -3.937 -1.101 0.012
H -2.827 -2.740 -1.959 0.005
H -4.889 -1.521 0.167 0.017
H -3.980 -0.035 -0.100 0.004
H -4.222 -0.621 1.528 0.015
C 0.345 3.647 -6.173 -0.037
C 0.306 2.415 -5.321 -0.239
C 1.074 1.298 -5.634 -0.004
C 1.043 0.144 -4.876 -0.193
C 1.892 -1.018 -5.306 -0.039
C 0.214 0.081 -3.729 -0.093
C 0.172 -1.128 -2.953 -0.144
O -0.398 -1.325 -1.861 -0.164
C -0.589 1.207 -3.417 -0.169
C -1.548 1.182 -2.275 -0.029
C -0.520 2.342 -4.205 0.004
H 1.072 3.545 -6.975 0.076
H 0.610 4.514 -5.570 0.088
H -0.632 3.838 -6.617 0.089
H 1.708 1.332 -6.509 0.115
H 2.440 -0.775 -6.214 0.080
H 1.279 -1.893 -5.517 0.089
H 2.612 -1.283 -4.534 0.078
H 0.686 -1.992 -3.399 0.124
H -2.157 0.279 -2.301 0.090
H -2.201 2.052 -2.294 0.091
H -1.005 1.189 -1.323 0.055
H -1.140 3.192 -3.950 0.124
```

Record 2
Entry from OMol25: C37H41IrNO3P2Sb as an isolated structure (the ωB97M-V functional and the def2-TZVPD basis).

Calculated values
- Charge: +2
- HOMO energy (spin up / spin down): -12.70 / -13.83 eV
- Spin multiplicity: 5
- Energy above the lowest of the compared OMol25 structures with the same formula, charge and spin: 58.9 kJ/mol
- LUMO level (spin up / spin down): -5.12 / -8.67 eV

Geometry as XYZ:
```
86
Properties=species:S:1:pos:R:3:mulliken_spin:R:1
Ir -0.438 0.358 -0.080 1.950
N 1.603 -0.965 1.560 -0.010
P 0.017 -0.663 2.135 0.204
C 0.282 0.053 3.772 -0.043
C 0.719 -0.761 4.816 0.001
C 1.015 -0.191 6.043 0.002
C 0.865 1.178 6.232 0.000
C 0.416 1.984 5.196 0.009
C 0.124 1.422 3.963 0.025
C -0.765 -2.260 2.420 0.025
C -1.841 -2.331 3.307 0.027
C -2.478 -3.542 3.517 -0.007
C -2.053 -4.678 2.840 0.016
C -0.994 -4.604 1.947 -0.006
C -0.353 -3.396 1.728 0.014
P 1.786 -0.618 -0.101 0.203
C 2.159 -2.180 -0.931 0.001
C 1.201 -2.801 -1.727 0.007
C 1.470 -4.042 -2.285 0.006
C 2.691 -4.657 -2.049 0.000
C 3.648 -4.036 -1.256 0.002
C 3.390 -2.794 -0.698 -0.001
C 3.313 0.334 -0.210 0.009
C 3.874 0.948 0.906 0.010
C 5.034 1.695 0.762 -0.004
C 5.619 1.841 -0.488 0.013
C 5.054 1.234 -1.604 -0.004
C 3.900 0.483 -1.469 0.010
H 2.207 -1.641 2.018 0.007
H 0.822 -1.831 4.674 0.002
H 1.356 -0.816 6.857 0.000
H 1.095 1.614 7.195 0.000
H 0.290 3.047 5.353 0.000
H -0.233 2.041 3.147 0.009
H -2.167 -1.446 3.841 -0.001
H -3.305 -3.601 4.212 0.000
H -2.550 -5.624 3.011 0.001
H -0.667 -5.488 1.416 0.000
H 0.470 -3.344 1.028 0.004
H 0.244 -2.320 -1.893 0.012
H 0.726 -4.529 -2.902 0.000
H 2.901 -5.624 -2.485 0.000
H 4.600 -4.517 -1.076 0.000
H 4.141 -2.305 -0.089 0.003
H 3.417 0.824 1.879 0.005
H 5.483 2.163 1.628 0.000
H 6.520 2.430 -0.595 0.001
H 5.522 1.339 -2.574 0.000
H 3.459 -0.006 -2.331 -0.002
O -4.562 -3.551 -2.325 0.231
C -4.454 -2.370 -2.813 0.184
C -5.370 -1.946 -3.820 0.159
C -5.198 -0.730 -4.412 -0.020
C -4.140 0.109 -4.010 0.265
C -3.269 -0.278 -2.976 -0.026
C -3.415 -1.493 -2.366 0.110
C -2.534 -1.992 -1.247 0.043
O -2.645 -3.179 -0.936 0.031
O -1.780 -1.155 -0.657 0.184
H -3.798 -3.671 -1.665 -0.010
H -6.166 -2.621 -4.108 -0.002
H -5.872 -0.420 -5.199 0.005
H -4.001 1.063 -4.502 0.013
H -2.479 0.382 -2.646 0.056
C -3.687 3.255 -1.606 0.026
C -2.519 4.020 -0.993 0.028
Sb -0.693 2.880 -0.858 0.163
C 0.211 3.196 -2.806 0.030
C 0.101 4.633 -3.301 0.004
C 0.384 4.181 0.475 0.006
C 1.698 3.599 0.978 0.020
H -4.569 3.895 -1.647 0.001
H -3.936 2.376 -1.010 -0.002
H -3.464 2.937 -2.627 -0.002
H -2.749 4.350 0.020 -0.005
H -2.259 4.900 -1.580 0.007
H -0.269 2.500 -3.495 -0.001
H 1.253 2.892 -2.693 0.000
H -0.931 4.914 -3.508 0.000
H 0.658 4.735 -4.233 0.003
H 0.522 5.343 -2.588 0.000
H -0.299 4.374 1.304 0.001
H 0.536 5.121 -0.057 0.003
H 1.543 2.637 1.472 0.001
H 2.145 4.279 1.705 0.001
H 2.417 3.457 0.171 -0.001
```

Record 3
Entry from OMol25: a 2-piece molecular cluster, C37H41N2O overall (the ωB97M-V functional and the def2-TZVPD basis).

Calculated values
- Charge: +1
- HOMO energy: -8.33 eV
- Energy above the lowest of the compared OMol25 structures with the same formula, charge and spin: 87.2 kJ/mol
- LUMO level: -5.19 eV

Geometry as XYZ:
```
81
Properties=species:S:1:pos:R:3:lowdin_charge:R:1
C 6.401 -0.728 1.964 -0.056
C 5.106 -0.009 2.201 -0.269
C 5.079 1.385 2.316 -0.006
C 3.877 2.070 2.491 -0.196
C 3.912 3.551 2.664 -0.044
C 2.673 1.342 2.504 -0.123
N 1.459 2.041 2.750 0.013
C 0.264 1.808 2.090 -0.283
C 0.071 1.058 0.956 0.005
N -0.738 2.269 2.937 0.017
C -2.065 1.772 2.822 -0.139
C -2.488 0.752 3.687 -0.175
C -1.687 0.338 4.878 -0.027
C -3.664 0.066 3.362 -0.001
C -4.418 0.402 2.237 -0.270
C -5.684 -0.352 1.954 -0.058
C -3.978 1.440 1.405 -0.003
C -2.806 2.145 1.696 -0.219
C -2.317 3.252 0.820 -0.043
C -0.155 2.787 4.078 -0.055
C 1.184 2.703 3.944 -0.043
C 2.691 -0.062 2.530 -0.189
C 1.487 -0.881 2.861 -0.042
C 3.913 -0.719 2.335 -0.005
H 6.231 -1.805 1.876 0.074
H 6.884 -0.377 1.044 0.083
H 7.106 -0.559 2.788 0.086
H 6.016 1.947 2.271 0.128
H 2.921 3.988 2.786 0.063
H 4.515 3.819 3.542 0.095
H 4.395 4.027 1.802 0.089
H -0.936 0.947 0.581 0.035
H 0.950 0.677 0.455 0.054
H -2.206 -0.484 5.381 0.084
H -0.692 -0.038 4.610 0.067
H -1.578 1.149 5.608 0.082
H -3.988 -0.754 4.006 0.123
H -6.146 -0.013 1.022 0.073
H -5.493 -1.430 1.880 0.081
H -6.408 -0.213 2.767 0.088
H -4.548 1.699 0.508 0.114
H -3.080 3.488 0.072 0.079
H -2.117 4.167 1.392 0.096
H -1.403 2.980 0.284 0.053
H -0.744 3.164 4.901 0.127
H 1.971 3.011 4.617 0.127
H 1.750 -1.943 2.791 0.081
H 1.121 -0.703 3.881 0.080
H 0.660 -0.724 2.162 0.053
H 3.925 -1.812 2.314 0.116
C 2.936 2.539 -4.816 -0.035
O 1.796 2.691 -3.946 -0.044
C 1.025 1.605 -3.687 -0.210
C -0.168 1.838 -2.950 0.033
C -1.032 0.804 -2.687 0.010
C -0.751 -0.530 -3.122 -0.193
C -1.683 -1.551 -2.831 0.112
C -1.853 -2.766 -3.547 -0.186
C -2.696 -3.788 -3.008 0.014
C -2.809 -5.018 -3.629 -0.015
C -2.110 -5.293 -4.814 -0.234
C -2.214 -6.647 -5.436 -0.030
C -1.348 -4.279 -5.406 -0.007
C -1.244 -3.030 -4.815 0.007
C 0.495 -0.758 -3.781 0.003
C 1.353 0.283 -4.090 0.023
H 3.358 3.541 -4.863 0.102
H 3.666 1.837 -4.395 0.100
H 2.631 2.206 -5.816 0.105
H -0.373 2.855 -2.619 0.135
H -1.963 0.992 -2.147 0.129
H -2.372 -1.371 -2.009 0.138
H -3.236 -3.582 -2.083 0.127
H -3.437 -5.800 -3.200 0.130
H -1.410 -6.810 -6.159 0.088
H -2.172 -7.434 -4.674 0.095
H -3.170 -6.762 -5.961 0.104
H -0.829 -4.490 -6.344 0.127
H -0.693 -2.241 -5.327 0.114
H 0.797 -1.774 -4.032 0.121
H 2.285 0.092 -4.628 0.118
```